1.
C27H28BrN9O14P2Zr as an isolated structure. Source: OMol25; level of theory: ωB97M-V/def2-TZVPD.

Geometry as XYZ:
```
82
Properties=species:S:1:pos:R:3:forces:R:3
Zr 0.2639 0.1805 0.3500 -0.22 0.14 0.03
C -3.6405 0.0907 0.2436 0.14 -0.04 0.04
N -2.4449 0.6142 -0.4336 0.02 -0.07 -0.02
C -2.5918 2.0762 -0.5124 0.01 0.08 -0.06
C -2.4601 0.0557 -1.7941 -0.01 0.07 -0.03
C -1.2635 0.5110 -2.5685 0.09 -0.07 -0.03
C -1.4073 0.8069 -3.9216 -0.02 -0.05 0.04
C -0.3332 1.2854 -4.6532 -0.04 0.00 -0.06
C 0.8780 1.4875 -4.0111 0.06 0.01 0.00
C 1.0088 1.1797 -2.6646 -0.06 0.03 0.05
C -0.0455 0.6622 -1.8953 0.15 0.12 0.04
H -4.5288 0.3040 -0.3658 0.00 -0.01 0.03
H -3.7804 0.5577 1.2122 0.07 0.04 0.12
H -3.5602 -0.9845 0.3815 0.05 -0.07 0.02
H -3.5502 2.3275 -0.9845 -0.02 0.01 -0.03
H -1.7766 2.5076 -1.0903 -0.11 -0.02 0.04
H -2.5634 2.5029 0.4885 -0.03 -0.01 -0.01
H -3.3820 0.3633 -2.3110 -0.02 -0.01 0.03
H -2.4871 -1.0315 -1.7044 0.03 -0.03 -0.02
H -2.3759 0.6840 -4.3956 0.00 0.00 -0.01
H -0.4503 1.5256 -5.7029 0.00 0.00 0.00
H 1.7239 1.8910 -4.5553 -0.01 0.01 0.00
H 1.9771 1.3327 -2.2061 -0.01 0.02 -0.01
C -1.9774 -5.0346 -5.5487 0.00 -0.01 -0.01
C -1.8069 -4.5876 -4.1245 -0.01 -0.01 0.01
C -2.2179 -5.3640 -3.0461 0.01 0.02 0.00
C -2.0505 -4.9017 -1.7520 0.01 -0.02 0.02
C -1.4600 -3.6578 -1.6018 -0.02 -0.04 0.01
Br -1.2052 -2.9815 0.1662 -0.14 0.05 0.03
N -1.0606 -2.8978 -2.5885 0.05 0.05 0.00
C -1.2342 -3.3572 -3.8264 0.01 0.02 -0.05
H -2.3122 -6.0696 -5.5973 0.00 0.00 0.00
H -1.0401 -4.9558 -6.1001 0.00 0.01 0.00
H -2.7148 -4.4187 -6.0655 0.00 0.00 0.00
H -2.6716 -6.3328 -3.2171 0.00 0.00 0.00
H -2.3618 -5.4782 -0.8934 0.00 0.00 0.00
H -0.8970 -2.7008 -4.6237 0.00 0.01 0.01
N 3.7276 -2.0229 -1.1207 0.06 0.00 0.04
C 3.3090 -1.8223 -2.4202 0.03 -0.07 -0.06
C 1.9739 -1.5862 -2.3499 -0.13 -0.13 0.04
N 1.5595 -1.6281 -1.0387 0.25 0.24 -0.10
C 2.6449 -1.8939 -0.3383 -0.20 -0.03 0.01
C 2.5127 -1.9732 1.0958 -0.01 0.00 0.00
N 1.3587 -1.6279 1.6237 -0.15 0.02 0.06
C 1.4744 -1.8605 2.9746 -0.04 -0.03 -0.02
C 2.7115 -2.3407 3.2477 0.01 -0.02 0.00
N 3.3650 -2.4125 2.0358 0.05 0.02 0.01
H 4.6822 -2.0954 -0.8137 0.00 -0.02 0.00
H 3.9885 -1.8759 -3.2512 -0.01 0.02 0.00
H 1.2805 -1.3860 -3.1449 -0.01 0.01 -0.02
H 0.6758 -1.6466 3.6610 0.00 0.01 -0.01
H 3.1879 -2.6127 4.1714 0.00 0.01 0.00
H 4.3357 -2.6372 1.9080 0.00 -0.02 -0.01
O 3.7279 2.6649 -0.6220 -0.02 0.03 -0.06
P 3.1972 1.8183 0.6030 -0.16 -0.03 -0.08
O 4.2487 1.1959 1.3980 0.01 0.06 -0.01
O 2.1224 0.8488 0.0233 0.23 -0.17 0.08
O 2.2647 2.8869 1.3971 0.01 0.09 0.00
P 0.8933 3.3913 0.6832 0.00 -0.12 0.08
O 0.2933 4.3670 1.7851 0.08 0.04 0.06
O 1.2234 4.0026 -0.6148 0.01 0.01 -0.01
O -0.0901 2.2116 0.7151 0.05 -0.05 -0.06
H 3.0125 3.2508 -0.9559 0.03 -0.01 0.02
H 0.8533 5.1383 1.9455 -0.06 -0.02 -0.08
O -2.6576 4.2353 6.0549 0.03 -0.04 0.06
N -1.4421 4.2282 6.0266 -0.01 0.14 -0.14
O -0.7281 4.9955 6.6438 -0.02 -0.06 0.04
C -0.7877 3.2472 5.1676 0.00 -0.04 0.02
C -1.5506 2.3527 4.4714 0.00 -0.01 0.03
C -0.9132 1.4588 3.6158 0.02 -0.13 0.04
C 0.5040 1.4317 3.4069 0.03 0.01 0.06
O 1.0748 0.7254 2.5543 0.05 0.02 -0.04
C 1.2190 2.3094 4.2979 0.02 0.03 0.05
C 0.6143 3.2174 5.1051 -0.03 -0.03 -0.02
N 2.6823 2.2202 4.3496 0.04 -0.02 -0.13
O 3.1531 1.1061 4.4293 -0.02 0.06 0.05
O 3.3082 3.2610 4.3536 -0.02 -0.05 0.07
N -1.7054 0.4379 3.0308 -0.29 0.20 -0.22
O -2.7918 0.1811 3.4988 0.05 -0.03 0.05
O -1.2911 -0.2030 2.0345 0.15 -0.12 -0.05
H -2.6251 2.3462 4.5755 0.00 0.00 0.00
H 1.2025 3.9025 5.6987 0.00 0.00 0.00
```
Positions in Å, forces in eV/Å.

Output
Net charge   0
Energy above the lowest of the compared OMol25 structures with the same formula, charge and spin   2.745 eV



2.
C27H28Cl3N2O2PtSTe as an isolated structure. Source: OMol25; level of theory: ωB97M-V/def2-TZVPD.

Geometry as XYZ:
```
65
Properties=species:S:1:pos:R:3:forces:R:3
Pt 0.0777 1.3511 0.0181 -0.01 0.47 0.12
C 5.7643 2.2407 -1.2253 -0.08 -0.05 0.07
C 5.3490 1.7183 0.1473 0.01 0.03 -0.08
N 4.6356 0.4518 0.0794 -0.09 -0.04 -0.09
C 5.4323 -0.7673 -0.0115 -0.02 -0.10 -0.12
C 5.5437 -1.3534 -1.4193 -0.04 0.10 0.10
C 3.2763 0.3643 0.0411 0.05 0.11 -0.11
S 2.3842 1.8407 0.2457 -0.19 -0.11 -0.03
N 2.8065 -0.8673 -0.0697 -0.02 -0.21 0.27
C 1.5540 -1.2029 -0.3884 0.20 0.27 -0.03
O 0.7326 -0.5099 -1.0218 -0.21 -0.30 -0.16
C 1.1267 -2.5718 0.0245 -0.10 -0.21 -0.01
C 2.0373 -3.5896 0.2920 -0.02 0.06 0.00
C 1.5839 -4.8385 0.6871 0.03 -0.08 0.03
C 0.2231 -5.0763 0.8346 0.00 0.07 -0.02
C -0.6879 -4.0630 0.5646 -0.04 -0.05 0.03
C -0.2387 -2.8191 0.1528 0.07 0.08 -0.05
H 6.3314 3.1671 -1.1207 -0.01 0.01 -0.01
H 4.8773 2.4427 -1.8268 0.01 0.00 -0.01
H 6.3831 1.5135 -1.7520 0.04 0.03 -0.01
H 4.7076 2.4473 0.6337 0.05 0.01 0.08
H 6.2305 1.5693 0.7755 -0.02 -0.01 0.03
H 4.9779 -1.5118 0.6427 0.03 0.03 0.03
H 6.4259 -0.5280 0.3715 -0.01 0.00 0.04
H 4.5467 -1.4766 -1.8376 0.01 -0.05 -0.04
H 6.0274 -2.3317 -1.3779 0.01 0.01 -0.01
H 6.1257 -0.7105 -2.0798 -0.01 0.00 -0.01
H 3.0944 -3.3892 0.1792 0.00 0.01 0.03
H 2.2937 -5.6326 0.8857 0.01 0.01 0.00
H -0.1274 -6.0474 1.1620 0.01 -0.02 -0.02
H -1.7517 -4.2374 0.6733 -0.01 0.02 0.01
H -0.9354 -2.0181 -0.0631 0.03 -0.05 0.01
Cl -1.6023 9.3929 -0.1114 0.00 0.11 -0.02
C -1.4334 7.6697 0.1196 -0.03 -0.04 0.00
C -0.1772 7.1167 0.2881 0.02 0.00 0.00
C -0.0556 5.7549 0.4763 -0.19 0.01 0.00
Cl 1.5260 5.0928 0.7096 0.15 -0.09 0.02
C -1.1595 4.8497 0.5095 0.07 -0.27 0.03
O -1.0522 3.5926 0.7092 0.00 0.23 0.00
C -2.4118 5.5040 0.3216 0.12 0.21 -0.02
Cl -3.8499 4.5322 0.3369 -0.11 -0.08 0.01
C -2.5572 6.8659 0.1374 -0.01 -0.10 0.01
H 0.7038 7.7434 0.2773 0.01 -0.02 0.01
H -3.5460 7.2839 0.0122 0.01 0.03 -0.01
C -5.9208 -4.1213 -0.1413 0.09 0.04 0.01
C -4.9298 -2.9916 -0.0352 -0.01 0.01 0.01
C -4.4976 -2.2998 -1.1587 0.01 -0.04 0.05
C -3.6508 -1.2004 -1.0566 0.11 0.11 -0.12
C -3.2051 -0.4840 -2.3055 -0.07 -0.03 0.04
C -3.2266 -0.7656 0.2044 -0.04 0.00 0.04
Te -2.4038 1.2082 0.4304 0.15 -0.09 -0.02
C -3.5863 -1.5062 1.3374 0.08 0.04 0.08
C -3.0834 -1.1486 2.7147 -0.11 0.01 -0.07
C -4.4349 -2.6000 1.2021 0.03 -0.03 -0.06
H -6.1779 -4.3202 -1.1815 0.00 -0.03 0.00
H -6.8397 -3.8712 0.3927 -0.02 -0.03 -0.01
H -5.5239 -5.0385 0.2984 -0.02 -0.02 -0.02
H -4.8379 -2.6113 -2.1414 0.00 -0.01 0.00
H -3.4790 -1.0505 -3.1961 0.00 0.00 0.00
H -2.1232 -0.3367 -2.3007 0.01 0.01 0.00
H -3.6675 0.5040 -2.3751 0.03 0.01 -0.02
H -2.1961 -0.5191 2.6645 0.03 -0.04 0.05
H -2.8331 -2.0523 3.2726 0.00 0.00 0.01
H -3.8472 -0.6078 3.2795 0.03 0.04 0.00
H -4.7275 -3.1502 2.0924 0.01 -0.01 0.00
```
Positions in Å, forces in eV/Å.

Output
2S+1   3
Net charge   -1
Energy above the lowest of the compared OMol25 structures with the same formula, charge and spin   0.145 eV



3.
C27H28ClIrN2O5Si as an isolated structure. Source: OMol25; level of theory: ωB97M-V/def2-TZVPD.

Geometry as XYZ:
```
65
Properties=species:S:1:pos:R:3:forces:R:3
Ir -1.6207 0.4363 -0.2429 -0.23 3.42 -1.06
C 0.5147 5.1227 -0.0546 -0.43 -0.78 0.10
Si -0.8292 3.7687 -0.0396 -1.23 1.59 0.02
C -2.0149 3.9992 -1.5166 0.60 -0.15 0.68
C -1.8480 3.7463 1.5701 0.57 -0.08 -0.68
N -0.2062 2.1636 -0.1989 1.59 -3.49 0.20
C 0.9393 1.4827 -0.1677 -4.52 0.24 -0.46
C 2.2258 1.8066 0.1982 3.46 -0.52 0.36
C 3.3159 0.9182 0.1999 -1.79 2.54 0.18
C 3.3577 -0.4844 0.0673 -0.64 -2.42 -0.34
C 2.3446 -1.4010 0.1594 0.79 0.87 -0.11
C 0.9740 -0.9107 0.4720 -0.49 -0.04 0.58
O -0.1883 -1.7592 0.4848 0.90 -0.44 -0.40
C -0.2873 -3.0965 0.2150 -0.10 -0.46 0.12
C 0.4248 -3.7904 -0.7532 0.10 0.30 0.10
C 0.1473 -5.1297 -0.9683 -0.01 -0.19 0.06
C -0.8240 -5.7819 -0.2312 -0.05 -0.08 -0.09
C -1.5557 -5.0778 0.7129 0.07 -0.01 0.00
C -1.2910 -3.7433 0.9370 0.14 0.21 0.01
H 0.0609 6.1046 -0.1264 -0.19 0.17 -0.03
H 1.1828 5.0055 -0.9004 0.14 -0.04 -0.25
H 1.1114 5.1062 0.8497 0.16 -0.02 0.26
H -2.5271 4.9546 -1.4637 -0.04 0.25 0.07
H -2.7685 3.2170 -1.4969 -0.08 -0.18 0.03
H -1.4969 3.9474 -2.4690 0.14 -0.03 -0.16
H -2.3744 4.6825 1.7162 -0.08 0.27 -0.04
H -1.2305 3.5650 2.4441 0.16 -0.05 0.16
H -2.5897 2.9548 1.5012 -0.10 -0.14 -0.03
H 2.4142 2.8372 0.4552 0.12 0.17 -0.07
H 4.2821 1.3889 0.3273 0.01 0.05 0.21
H 4.3482 -0.9024 -0.0761 0.00 0.02 -0.04
H 2.5445 -2.4555 0.0780 0.12 -0.13 0.02
H 1.1711 -3.2938 -1.3508 0.06 0.07 -0.13
H 0.6928 -5.6642 -1.7299 0.11 -0.07 -0.08
H -1.0253 -6.8281 -0.4012 -0.02 -0.10 -0.05
H -2.3326 -5.5702 1.2781 -0.07 -0.03 0.04
H -1.8566 -3.1708 1.6574 -0.03 0.06 0.05
O -5.0040 -0.6943 1.0018 -0.55 -0.44 0.99
Cl -4.4848 -0.1444 -0.1791 -0.29 -0.50 0.15
O -5.4578 0.0112 -1.1714 -0.86 0.15 -0.85
O -3.8561 1.1302 0.1122 1.96 1.19 0.02
O -3.4050 -0.9844 -0.6721 1.78 -0.79 -0.35
C 0.6190 0.2090 4.6249 -0.01 0.05 0.03
C -0.3876 0.5357 3.7291 0.18 -0.07 0.07
C -0.2434 0.2393 2.3877 -0.27 0.10 -0.04
C 0.9083 -0.3757 1.9105 0.16 0.01 0.44
C 1.8912 -0.7357 2.8223 -0.05 0.07 -0.14
C 1.7529 -0.4368 4.1661 0.04 -0.01 0.12
N 0.6286 0.1229 -0.5331 -1.80 -0.25 0.96
C 0.8036 -0.2229 -1.9035 -0.10 -0.27 -1.40
C 1.7977 0.3590 -2.6868 -0.22 -0.13 0.31
C 1.9236 0.0015 -4.0165 -0.04 -0.11 -0.23
C 1.0751 -0.9401 -4.5767 0.08 0.07 -0.02
C 0.0700 -1.5043 -3.8077 0.14 -0.04 0.03
C -0.0806 -1.1366 -2.4831 0.11 -0.03 0.03
H 0.5063 0.4402 5.6735 0.01 -0.01 0.11
H -1.3007 0.9907 4.0792 -0.11 0.11 0.02
H -1.0807 0.4682 1.6954 0.31 -0.10 0.41
H 2.7584 -1.2705 2.4730 0.15 -0.04 0.16
H 2.5263 -0.7355 4.8564 0.10 -0.01 0.09
H 2.4673 1.0879 -2.2608 0.06 0.06 -0.01
H 2.6963 0.4548 -4.6191 0.07 0.06 -0.04
H 1.1891 -1.2245 -5.6116 0.01 0.00 -0.10
H -0.5992 -2.2346 -4.2401 -0.09 0.02 0.00
H -0.8966 -1.5559 -1.9070 0.09 0.09 0.00
```
Positions in Å, forces in eV/Å.

Output
Calculated total energy   -2385.00118 Eh
Net charge   0



Number 3 is which compound? C27H28ClIrN2O5Si